1.
{"formula": "C31H36N5O", "method": "ωB97M-V/def2-TZVPD", "homo_lumo_gap_ev": 5.6, "homo_energy_ev": -9.94, "charge": 1, "species": ["C", "C", "C", "H", "H", "H", "H", "C", "N", "C", "H", "H", "C", "H", "C", "C", "C", "H", "N", "C", "H", "H", "C", "N", "H", "C", "C", "C", "C", "H", "C", "H", "C", "C", "H", "H", "H", "C", "C", "C", "C", "H", "C", "H", "H", "C", "H", "N", "H", "H", "C", "H", "H", "H", "C", "C", "H", "H", "H", "H", "H", "C", "O", "H", "H", "N", "C", "C", "H", "H", "H", "H", "C"], "xyz": [[6.65011, 1.38513, -4.54868], [-1.77145, -0.32526, -1.84901], [-1.40652, -0.00698, 0.13602], [3.36890, -1.56535, 1.23255], [3.06556, -1.09040, 2.93435], [5.09489, 2.60368, -5.45106], [-5.03923, -3.92433, 3.62214], [-3.23010, 1.34563, -2.82394], [4.13302, 0.93935, 1.36640], [4.62532, 0.42463, -2.86594], [3.29373, 1.71660, -3.95542], [-6.43688, -3.42194, 4.62767], [3.55770, 0.00716, -1.88017], [-1.03027, -0.66914, 2.78706], [-5.24037, -0.51522, -3.19323], [-2.39518, -0.50672, 1.07200], [-4.01045, -0.89828, -2.68771], [-3.74517, -1.92354, -2.43206], [-5.29497, -1.86460, 3.88492], [-3.74357, -0.74846, 0.70510], [0.93982, 1.20402, 2.50663], [0.23134, -0.38111, 1.41800], [5.33528, 1.85265, -4.69261], [-3.04362, 0.03530, -2.49316], [3.05423, 2.04109, -1.31353], [-5.38537, -3.21869, 4.38638], [-4.32162, -1.48182, 2.95319], [2.74875, 0.49779, 1.51143], [2.71578, -0.98573, 1.89800], [3.86008, -0.91800, -1.36819], [2.02201, 1.35095, 2.55932], [1.71061, -1.40753, 1.83744], [6.93640, 0.39456, -3.59824], [3.31252, 1.08508, -0.81339], [2.37412, 1.06157, 3.55956], [-6.41320, 1.12612, -3.96879], [5.07693, 0.02892, 2.99450], [-0.71102, 0.02670, -2.76102], [-2.98188, -1.28961, 3.32545], [-5.45623, 0.81166, -3.55713], [-2.05007, -0.80314, 2.42411], [2.61081, -0.16885, -2.41279], [5.91894, -0.09732, -2.77610], [-2.68476, -1.51743, 4.35671], [7.44883, 1.78880, -5.17782], [4.32434, 1.36467, -3.85725], [-6.94634, -1.23278, 4.96244], [2.25598, 0.74554, 0.14733], [-4.78847, -3.35813, 5.30287], [-5.71384, -1.39768, 1.32197], [-0.04695, 0.07026, 0.46781], [-1.80299, 0.61991, -0.74679], [0.82098, 1.05987, -1.27158], [4.73432, 1.75524, 3.20581], [4.51360, 1.30782, 0.10650], [-4.67931, -1.21404, 1.60836], [-4.53527, 2.79495, -3.62509], [6.12719, -0.86976, -2.03243], [-5.95896, 0.09010, 4.26224], [-6.01345, -1.27145, -3.28756], [-5.39352, -0.79244, 5.71441], [-5.92604, -0.89028, 4.75263], [5.60743, 1.76925, -0.21095], [2.24502, 2.41311, 2.38190], [7.95460, 0.01022, -3.48683], [0.09138, 0.35587, -3.54638], [-4.43607, 1.74174, -3.36236], [5.04773, 0.99509, 2.47970], [-4.06684, -0.59143, -0.32164], [-2.37570, 2.00975, -2.68790], [6.04350, 1.24262, 2.10523], [-1.74895, -1.38639, -1.59534], [0.97290, 0.66046, -0.26603]]}



2.
{"formula": "C31H37I2NNbO3S", "method": "ωB97M-V/def2-TZVPD", "homo_lumo_gap_ev": 5.9, "homo_energy_ev": -5.02, "charge": -1, "species": ["C", "H", "H", "H", "H", "H", "H", "H", "C", "C", "H", "H", "H", "H", "H", "C", "C", "H", "H", "H", "C", "C", "C", "H", "C", "C", "I", "S", "C", "H", "H", "C", "I", "C", "C", "C", "C", "N", "C", "H", "H", "C", "H", "H", "C", "H", "C", "C", "H", "H", "O", "H", "H", "C", "H", "C", "H", "C", "C", "O", "C", "H", "C", "C", "C", "H", "H", "H", "H", "H", "H", "H", "C", "O", "C", "Nb"], "xyz": [[-1.14276, 0.37335, 3.41700], [-7.31637, -3.14939, -3.55690], [-1.97680, 3.68099, 2.41981], [3.43134, -1.53356, 0.19623], [-0.90920, 0.25039, -4.11198], [-1.36805, 6.61385, 6.37698], [3.78594, 0.20406, -3.74135], [2.83460, -1.88091, -5.57449], [-0.54788, 4.99879, 5.21018], [0.68080, -1.51100, 1.71044], [0.94274, -2.47210, -4.02277], [3.83124, 1.29326, -5.27806], [7.06786, -3.30428, 1.65134], [0.81178, 1.36611, -2.69532], [1.49732, -2.02624, 3.92239], [-1.38368, 0.39076, 1.79475], [-4.24143, -3.52704, -0.23456], [-1.03090, 2.85513, 0.54944], [-3.35580, 6.89535, 4.91817], [-6.18829, -3.65554, 1.26335], [-2.13500, -3.29104, -2.08066], [0.06949, 1.41054, -1.76062], [-1.49911, 5.97479, 5.50818], [0.32562, 4.87947, 5.84578], [5.25510, -2.50984, 0.79920], [0.93889, 2.03938, -0.52655], [-3.28204, 0.22696, -1.39499], [1.83848, -1.40209, -1.49866], [-0.71817, 4.17651, 4.09680], [1.80308, -2.80523, -1.47659], [2.36785, -0.25721, -6.56537], [4.19844, -0.72690, 2.04091], [-1.56668, 2.75605, -2.46480], [2.60656, -0.73570, -5.50260], [-4.88475, -3.23511, -3.05423], [0.09648, 3.13120, 0.40850], [-0.43361, -0.59127, 0.86682], [-0.15858, -0.45755, 4.19265], [6.23943, -1.72545, 2.86113], [1.40573, -2.28323, 1.21469], [7.02401, -1.78311, 3.61146], [6.26360, -2.58145, 1.76047], [5.19513, -0.12343, 3.85357], [-3.40811, -3.60278, 0.60579], [-0.81585, -0.88194, -3.74396], [3.39351, -0.00505, 2.15097], [-2.61732, 6.13081, 4.68952], [-2.78957, 5.30604, 3.57823], [1.52477, 1.23937, 0.12451], [-1.84017, -1.38599, -4.09384], [1.47300, -0.38594, -4.63330], [0.56172, 3.25214, 1.47494], [-3.66221, 5.42619, 2.94169], [-5.85492, -3.55777, 0.12914], [-2.19598, 1.09408, 1.33424], [-3.78930, -3.36046, -1.83638], [0.02448, 3.41768, 3.86324], [-6.51439, -3.26561, -2.70896], [4.22064, -1.58551, 0.94219], [-1.16552, -2.74910, -1.13841], [-6.92218, -3.40660, -1.12180], [4.93748, -0.29842, -5.22823], [3.90114, 0.15460, -4.92856], [5.21004, -0.79482, 2.99933], [0.51250, -1.48850, -4.48572], [1.79903, 2.69471, -1.03401], [0.17063, -1.77726, -5.59279], [0.10420, 4.15581, -0.20425], [-1.85204, 1.09108, 4.05581], [5.27504, -3.17483, -0.05974], [-4.47720, -3.11437, -4.14906], [-8.06882, -3.40295, -0.82542], [-1.84103, 4.32631, 3.28343], [-1.73928, -3.89835, -3.23477], [0.70287, -1.34950, 3.34175], [-0.62956, -0.75133, -1.44530]]}



3.
{"formula": "C31H37N6O4S2SbSe4Ti", "method": "ωB97M-V/def2-TZVPD", "homo_lumo_gap_ev": 6.1, "homo_energy_ev": -7.31, "species": ["C", "C", "C", "H", "C", "H", "O", "H", "H", "C", "C", "H", "H", "C", "H", "H", "Se", "C", "C", "H", "H", "H", "S", "N", "C", "C", "H", "C", "C", "H", "H", "H", "Se", "C", "O", "C", "N", "N", "H", "H", "C", "C", "C", "C", "H", "H", "N", "C", "S", "O", "C", "H", "C", "C", "C", "H", "Ti", "Sb", "H", "H", "H", "H", "H", "H", "H", "N", "H", "C", "H", "C", "H", "Se", "C", "H", "C", "O", "H", "Se", "C", "C", "C", "H", "H", "H", "N", "H"], "xyz": [[2.57360, 1.35599, -5.55874], [-4.27709, -3.97084, -3.15322], [-1.39502, -2.63231, -2.78836], [-5.07389, -0.21723, 1.41552], [-1.85952, 0.94824, 7.35381], [3.22954, 1.87405, -6.24718], [-2.21955, 0.18791, 0.09865], [2.68894, -2.11778, -1.78487], [0.24229, 5.59590, -0.02742], [2.42049, 1.82196, -4.26128], [1.04423, -0.43641, -5.09761], [-2.32945, 4.90784, -1.28457], [-0.19698, 6.62671, -2.66874], [2.67303, 1.80831, 0.29386], [-1.73933, -3.00455, -6.91692], [3.21982, 3.82463, 0.77338], [0.46754, -1.04622, 1.52234], [3.12741, 0.39132, 0.22467], [-3.27772, 0.03415, 3.54871], [-2.14313, -1.85913, -5.62936], [-4.45683, -0.68176, -0.19590], [4.44794, 2.89154, -0.11374], [-1.04146, 2.56102, -1.39235], [2.73007, -0.29659, -0.84284], [-1.74443, 1.15647, 4.99154], [-1.48295, 5.59317, -1.26386], [3.91266, -3.31753, 0.02289], [-0.03846, 3.70375, -0.54086], [1.88496, 0.22365, -5.97572], [-0.73219, 5.02776, -3.20955], [4.17960, 2.56126, 1.58710], [1.47344, 1.50909, -2.37021], [-0.64076, -4.46208, -0.50541], [-1.35524, -3.73912, -4.93134], [-1.25765, 1.51266, 6.19563], [4.17483, -1.52163, 1.18219], [1.44690, 2.07969, 0.00725], [-0.67706, -1.71152, -3.39895], [4.70258, -2.00879, 1.99098], [-0.16317, 2.24219, 4.04444], [3.73620, -2.25325, 0.09160], [-1.04299, 1.63199, 3.89385], [3.03620, -1.58598, -0.90431], [-2.16512, -2.91011, -5.91679], [-1.85486, 6.39382, -3.23686], [-3.20097, -3.24269, -5.96308], [-0.43829, 4.98935, -0.45925], [-1.03835, 5.93127, -2.68010], [-1.84004, -2.65962, -1.05794], [-0.71362, 1.70066, 1.57434], [-2.57266, 0.47322, 2.42086], [2.95408, 2.70469, -3.93241], [-2.95251, 0.04095, 1.10700], [-2.88147, -4.57746, -3.11622], [1.58613, 1.15621, -3.37725], [2.00315, -0.14138, -6.98770], [-0.26943, 0.71586, 0.06904], [0.00282, -3.53541, 1.83146], [-2.65475, -4.95209, -2.12256], [-2.89511, 1.27834, 7.45972], [-4.55080, -3.66256, -4.16117], [-4.13202, -0.61650, 3.42163], [4.18868, 0.41536, 2.10133], [-2.82222, -5.42853, -3.79351], [-1.81191, 6.49277, -0.74225], [-1.83391, -3.63761, -3.54401], [-0.31433, -3.42201, -4.94128], [3.88785, -0.16998, 1.24141], [0.49573, -1.31227, -5.41608], [-4.24763, -0.66964, 0.87008], [-1.27884, 1.30857, 8.19704], [-2.03214, -3.54967, 3.06201], [3.67831, 2.84987, 0.66135], [-1.82030, -0.14147, 7.32192], [-1.43382, 1.28684, 2.61696], [-0.09516, -0.32748, -1.65625], [-4.12118, -1.70197, 1.21869], [2.01099, -4.69682, 2.30229], [-0.02140, -0.69111, -2.84131], [-2.88371, 0.35330, 4.82336], [0.88688, 0.02280, -3.78775], [-3.42707, -0.03860, 5.66822], [-5.00416, -4.70808, -2.81174], [-1.38663, -4.79579, -5.19547], [1.10261, 3.42473, 0.03841], [-4.33940, -3.10574, -2.49211]]}



4.
{"formula": "C31H37N9ORuSSbSe4Te", "method": "ωB97M-V/def2-TZVPD", "homo_lumo_gap_ev": [4.7, 5.3], "spin_multiplicity": 2, "homo_energy_ev": [-0.85, -1.44], "charge": -2, "species": ["C", "C", "C", "C", "C", "H", "C", "C", "C", "N", "N", "H", "H", "C", "H", "H", "H", "H", "H", "H", "N", "H", "N", "N", "C", "H", "H", "Se", "C", "N", "H", "H", "N", "Ru", "C", "H", "Sb", "H", "C", "C", "C", "C", "H", "C", "H", "H", "Se", "H", "H", "H", "H", "H", "C", "H", "N", "H", "Se", "C", "Te", "C", "C", "C", "H", "S", "C", "N", "Se", "C", "H", "H", "H", "C", "C", "H", "O", "H", "H", "C", "C", "H", "H", "C", "C", "C", "H", "H"], "xyz": [[3.06162, -2.24851, -3.60516], [-1.62120, 0.24725, 3.34209], [-1.45472, 1.46321, 5.55367], [-0.32427, 2.42235, -2.53173], [3.28865, -4.68071, -0.67612], [-0.38521, -4.71744, -3.00767], [3.30278, -4.09047, -2.05989], [-1.58430, 0.19007, 4.71946], [-1.00275, -2.40244, -0.61736], [-1.35408, 1.73308, -2.00745], [-1.48274, -0.97821, 1.21219], [0.03872, 2.36070, 6.84721], [-0.88120, 3.77613, 0.45697], [-0.07652, 1.46352, 6.23256], [-0.29297, -0.44680, -3.27254], [3.85933, -6.42302, -5.30171], [-1.53642, -1.13648, 6.42291], [3.32970, -5.18867, -6.44957], [1.06242, 1.27047, -1.72308], [-2.51449, 0.65881, 7.29195], [-2.32890, 2.20958, 0.69167], [-0.73886, 2.76704, 3.95165], [-3.52023, 2.19174, 1.23924], [-2.73335, 4.25366, 1.41124], [-1.86222, 3.47057, 0.79273], [5.00659, -5.23332, -5.91510], [2.30292, -0.71735, -4.90719], [4.52627, 0.91444, -0.09856], [-2.50963, 2.35179, -2.39561], [0.92299, 2.05541, -2.36647], [3.97363, -4.14341, -0.01848], [-2.45979, 2.42219, 7.21733], [-3.71347, 3.40677, 1.65555], [-1.37718, 0.46485, -0.30469], [0.14390, 4.60164, -3.61228], [0.71753, 1.46407, 5.48279], [2.81683, 2.48251, 0.75354], [3.56806, -5.73631, -0.70660], [-1.54598, -2.24676, 4.61406], [-0.32261, -2.57544, -3.26550], [-1.54493, 2.72163, 4.68800], [-1.52467, -2.16428, 3.22423], [-1.45877, 3.60635, 5.32317], [-1.57081, -1.07318, 5.34174], [-1.00781, -4.56251, -0.61338], [-1.49968, -3.20531, 5.11568], [0.57448, 1.27381, 1.07241], [0.16993, 5.32057, -2.79168], [-2.64295, 3.62725, -4.15563], [2.21689, -0.31684, -3.17967], [-2.42420, 4.48980, -2.61305], [-4.83023, 3.31098, 3.24889], [3.02133, -2.72887, -2.28404], [2.29944, -4.59023, -0.22052], [-0.70749, 3.46815, -3.31145], [-0.22223, 5.08591, -4.52086], [3.10270, 3.12423, 3.07926], [2.81394, -0.80452, -3.94512], [2.53641, -1.45998, -0.63741], [-1.57534, -0.92421, 2.59265], [3.36237, -3.11793, -4.65150], [3.59295, -4.92778, -3.13315], [3.37880, -2.72566, -5.66561], [-1.32894, -3.41402, 2.03111], [3.97296, -5.37583, -5.58713], [-4.86842, 3.76952, 2.34261], [2.55961, 4.39865, -0.79148], [-2.56006, 1.51454, 6.61611], [-0.03029, -2.63965, -4.30849], [0.05029, 0.58937, 6.87489], [1.66107, 2.75587, -2.36715], [-0.86062, -3.66148, -1.20219], [-0.81260, -1.18385, -1.31591], [-4.77466, 4.76822, 2.49183], [-3.64508, 2.00693, -2.13186], [3.79568, -5.97784, -2.93885], [1.16439, 4.26894, -3.78140], [-0.51864, -3.75112, -2.53684], [-2.13843, 3.60204, -3.18831], [-3.54779, 1.51869, 6.14730], [3.75762, -0.25612, -4.01052], [3.63007, -4.46126, -4.43990], [-1.30350, -2.19931, 0.78432], [-0.47084, -1.33350, -2.67277], [-1.58622, 1.18301, 2.81196], [-2.50458, 2.77427, 4.16364]]}



Max |F| values, unit hartree/bohr, following the record order: 0.1117; 0.1603; 0.0176; 0.0108.